10 unconnected molecules or ions with the total composition C25H51Cl4N3O6 at a distorted geometry, computed with ωB97M-V/def2-TZVPD.

```
89
Properties=species:S:1:pos:R:3:forces:R:3
Cl 2.667968 8.177593 0.211353 2.08 1.02 0.51
Cl -0.201222 8.308973 0.934603 -1.48 1.12 1.33
Cl 0.603998 7.458433 -1.690427 -0.57 -0.07 -1.90
Cl 1.083208 5.730223 0.592613 0.05 -2.78 1.09
O 1.313578 -1.786847 -3.167487 0.03 0.09 0.24
O -1.726842 0.934523 -0.017487 -0.90 0.68 -0.75
O -1.370352 -1.445797 -2.303347 0.46 1.07 0.18
O -2.693422 -1.570357 0.045483 -1.36 0.54 -0.37
O 1.919388 -0.669517 -5.412097 -0.15 0.96 -1.51
O 2.117668 -1.577457 1.387423 -0.25 -0.02 0.34
N 3.301298 3.497493 2.935583 0.40 -0.33 0.08
N -2.516502 2.105213 2.447593 0.08 -0.31 2.89
N -0.515892 -2.872177 1.848123 -0.85 -0.13 0.09
C -2.334262 -2.918657 -3.857697 -0.16 0.91 -0.57
C 5.329518 2.707123 3.313223 0.86 1.39 -0.21
C -3.337942 3.129103 2.817363 -0.70 0.17 -0.07
C -0.342012 0.838853 0.009583 1.99 0.69 2.13
C 0.323278 2.119803 -0.477697 -0.61 0.03 -1.18
C 4.750258 1.882883 2.297853 -1.10 0.45 1.66
C -2.234252 1.400043 3.629753 -0.28 -0.36 -0.84
C -1.834352 -1.449477 -3.621627 0.17 -2.08 -1.00
C -0.564612 -3.945067 1.014233 -0.35 -0.69 0.64
C -3.606272 3.079613 4.185093 -0.62 -0.37 -1.24
C -1.524442 -2.982807 2.771073 -0.15 0.52 0.17
C -4.000032 -1.158337 0.557103 -0.52 -0.31 -0.27
C 1.835358 0.765683 -5.283187 0.01 -1.12 0.92
C -2.231352 -4.148927 2.536763 0.50 0.49 1.00
C 2.804198 -1.298187 2.614173 0.36 0.24 0.65
C 2.844108 -3.426907 -3.998677 0.89 -0.35 0.18
C 3.445878 2.351193 2.211103 -0.05 -0.10 -1.00
C -1.585632 -4.789177 1.484803 1.19 0.05 -2.10
C 4.477248 3.761253 3.586423 -0.70 -0.84 0.03
C 2.321438 -2.231197 3.745793 0.17 0.36 -0.71
C -2.966372 1.922583 4.666623 0.86 0.02 -0.07
C 1.034678 7.404983 0.065023 -0.06 0.65 -0.93
C -4.695332 -0.274537 -0.500857 1.15 -0.17 -0.19
C 0.508398 1.303463 -4.765637 -0.31 0.45 -0.22
C 1.531698 -3.161877 -3.311327 0.28 -0.61 0.33
H 0.472868 -1.690777 -2.714087 -0.49 0.46 0.28
H 2.975998 -2.219617 4.617303 0.31 0.01 -0.25
H 5.155468 0.980303 1.864783 -0.06 0.15 -0.02
H -0.295512 1.100743 -5.473247 -0.08 -0.21 0.00
H 2.015618 1.199213 -6.266877 0.21 -0.12 0.06
H -2.433912 -3.113407 -4.925527 -0.28 -0.12 -0.03
H -3.766002 3.746623 2.041583 0.09 0.20 0.19
H 1.877508 -1.083987 -4.547197 -0.35 0.31 0.43
H -2.324922 -2.303257 0.544153 -0.04 -0.21 0.35
H 0.112728 -2.095417 1.701163 0.15 0.07 0.18
H -3.850492 -0.599587 1.480973 -0.02 -0.05 0.09
H 2.622008 1.981953 1.618403 0.03 0.08 -0.03
H -1.007162 -1.223197 -4.294437 0.27 -0.22 0.13
H -3.274622 -3.107417 -3.339807 -0.25 0.20 -0.17
H -2.311722 1.756013 1.522273 0.29 0.23 -0.38
H -2.987772 1.536103 5.674873 0.14 0.10 -0.03
H 3.017628 -4.502397 -3.962697 0.04 -0.10 -0.21
H -4.207102 0.698073 -0.439537 -0.32 0.18 -0.36
H -2.122302 0.073423 -0.171527 0.28 -0.43 0.07
H 2.458648 4.043323 3.045633 0.08 -0.10 -0.39
H 1.355008 -1.921087 4.143223 -0.18 0.00 -0.30
H 0.103438 -0.073247 -0.387597 -0.45 0.01 -0.79
H -4.360632 3.632893 4.724753 0.26 0.32 -0.17
H 2.240908 -3.241367 3.344343 -0.01 -0.08 0.20
H 3.871678 -1.339917 2.397703 0.23 -0.69 0.32
H -0.163162 2.297153 -1.436877 0.40 0.34 -0.38
H -3.009092 -4.546747 3.171783 -0.06 0.13 -0.17
H -2.554182 -0.671647 -3.876417 -0.48 -0.09 0.45
H 1.543758 -3.587877 -2.308097 0.32 -0.31 0.21
H -1.696872 -2.207787 3.503193 0.07 -0.06 -0.04
H -1.663302 -3.672557 -3.445957 0.43 0.37 -0.03
H -0.058262 0.780503 1.060383 0.14 -0.27 0.60
H 0.165108 3.035253 0.092423 -0.41 -0.31 0.46
H 2.711028 -0.253777 2.911883 -0.57 0.14 -0.01
H -2.148362 -1.462687 -1.741207 0.05 -0.17 0.74
H 2.628738 1.024233 -4.581907 0.16 0.58 -0.15
H 2.644118 -1.173687 0.693583 -0.18 0.05 -0.22
H 2.999648 -3.071547 -5.017327 -0.73 -0.02 -0.10
H 6.317238 2.714433 3.749973 0.14 -0.38 -0.30
H 0.562328 2.389793 -4.694397 0.18 0.19 -0.16
H -1.801802 -5.736017 1.012403 -0.19 0.02 0.17
H -5.779222 -0.160217 -0.515607 0.07 -0.13 0.87
H 1.404648 2.078943 -0.608377 -0.02 -0.46 -0.11
H 0.167098 -4.008157 0.222383 -0.19 -0.29 0.01
H -4.497462 -0.708587 -1.480927 0.27 0.02 -0.16
H -1.531412 0.580833 3.666103 -0.09 -0.03 -0.28
H -4.613932 -2.036617 0.756753 0.18 -0.14 0.11
H 0.180938 1.017993 -3.765947 0.30 -0.55 0.01
H 0.717218 -3.695547 -3.801137 -0.23 0.28 -0.47
H 4.522358 4.650363 4.197863 0.36 -0.24 0.07
H 3.683408 -2.981747 -3.464347 -0.10 0.10 0.38
```
Positions in Å, forces in eV/Å.

Computed properties:
Total charge: -1
Multiplicity: 2
HOMO level (alpha / beta) in Ha: -0.0114 / -0.2269
Orbital gap (alpha / beta) in eV: 2.27 / 8.14

10 unconnected molecules or ions with the total composition C25H51Cl6NO20 at a distorted geometry, computed with ωB97M-V/def2-TZVPD.

```
103
Properties=species:S:1:pos:R:3:forces:R:3
Cl -3.755490 -2.738640 15.496980 -0.03 -0.19 -0.32
Cl -5.454580 -5.599620 15.652050 -1.41 -0.18 0.23
Cl -4.076540 -10.168140 11.638770 -0.41 -0.69 0.05
Cl -0.897250 -9.102830 21.170920 0.04 0.33 -0.11
Cl -6.118760 -10.097840 14.282180 0.19 0.39 0.07
Cl 1.914180 -10.014980 22.193620 0.58 -0.08 -0.48
O -5.978200 -13.202230 17.310930 1.24 -1.91 -0.47
O -8.474360 -7.053980 17.340260 2.07 -1.14 3.15
O -5.577910 -15.237620 17.918200 -0.71 -0.10 -1.12
O -4.067870 -4.397030 19.177040 1.72 0.16 -0.29
O 3.011440 -5.853040 17.187650 1.34 -0.20 -0.09
O -7.093660 -8.905650 17.958000 -1.96 3.85 0.87
O -3.071210 -14.657550 15.821080 -0.01 -0.11 0.19
O -1.734300 -13.715490 17.348270 -1.73 -0.69 -3.47
O -3.550980 -6.585000 19.486320 0.21 0.25 -0.33
O -1.625140 -9.018350 16.870170 0.06 -1.29 0.34
O -1.907350 -4.949100 19.209370 -3.55 0.64 -0.40
O -2.873810 -12.673730 21.308310 -0.13 -0.48 -0.20
O 1.235100 -7.324310 17.518360 2.80 2.63 -2.20
O -4.794800 -11.565890 20.947950 -1.45 -1.93 0.43
O -4.931190 -13.688920 21.430230 0.36 -0.49 -0.03
O -7.752090 -14.423290 18.145890 3.67 -0.29 -2.09
O 1.509250 -5.920880 15.671580 1.86 -0.84 1.52
O -3.278630 -12.402410 16.088700 1.43 -1.72 0.47
O -7.595810 -7.083050 19.383090 0.22 -0.87 -0.50
O -2.553120 -7.166960 16.451380 -1.71 -2.25 0.43
N -2.642900 -8.400340 16.723180 1.63 1.93 -0.73
C -4.291120 -10.454340 20.313410 1.19 1.92 -0.51
C -5.250680 -11.492740 12.043670 -0.69 0.48 0.55
C -5.460530 -4.615000 19.124320 -0.51 -0.55 -0.10
C 3.800590 -6.152330 18.377140 -0.83 -0.23 -0.56
C -3.158330 -4.418150 15.247080 1.09 0.54 -0.15
C -6.633110 -11.965040 17.184510 -1.07 0.04 -0.17
C -7.648910 -7.806540 18.216940 0.32 -1.10 -0.61
C -0.885350 -5.877280 19.220080 1.12 -2.07 0.34
C -3.982320 -9.063390 16.908430 -0.11 1.82 0.18
C -4.226720 -14.801490 14.932290 0.89 0.98 -0.06
C -8.699900 -7.551090 16.049650 0.29 -0.42 -0.59
C -6.566740 -14.343130 17.719530 -2.78 1.61 3.30
C 1.910310 -6.477080 16.859150 -3.26 -1.66 0.97
C 0.450810 -9.321630 20.012770 0.15 -0.16 -0.25
C 1.373980 -10.405930 20.522410 -1.09 -0.59 0.47
C -5.916590 -16.526520 18.436710 -0.17 -0.32 0.95
C 0.321900 -6.364580 15.103600 -2.15 0.76 0.00
C -4.135220 -5.310760 14.552660 0.50 -0.88 -0.31
C -3.236040 -5.441780 19.281590 1.49 0.77 0.44
C -4.442780 -15.066420 21.684870 0.42 1.23 0.31
C -4.072330 -12.659370 21.217180 0.21 -0.21 0.28
C -7.075910 -7.673230 20.645500 -0.72 -0.63 -0.74
C -2.737600 -13.472300 16.339580 -0.33 0.54 1.63
C -6.509510 -10.830800 12.725040 0.29 -0.77 -0.89
C -1.441210 -12.610120 18.145690 -0.59 1.15 0.88
H -0.056360 -9.635010 19.100260 0.35 0.02 -0.15
H -4.835650 -10.221600 19.398300 -0.30 -0.41 0.04
H -5.838290 -4.848180 20.119820 -0.07 -0.03 -0.04
H -7.357270 -11.473510 12.962350 0.48 -0.72 -0.22
H -7.579700 -8.630120 20.782130 0.42 -0.24 -0.22
H -4.053950 -10.150930 16.893460 0.94 0.20 -0.34
H -2.231180 -12.599800 18.896650 0.04 0.71 0.13
H 0.210020 -7.427100 14.887660 0.54 0.05 -0.04
H 3.126890 -5.884750 19.191160 0.74 -0.01 0.42
H -0.517300 -6.082680 15.739500 0.00 -0.37 0.38
H -4.231840 -8.672660 17.894920 -0.42 -0.05 0.00
H -4.404740 -9.587510 20.964410 -0.06 0.00 0.15
H -4.150680 -15.557670 20.756730 -0.23 0.19 -0.04
H -3.585520 -15.080630 22.357930 0.12 0.40 -0.14
H -4.588530 -8.546150 16.164740 -0.29 -0.31 0.19
H -0.510930 -12.696540 18.707120 0.15 -0.64 -0.43
H -3.228890 -10.478460 20.070100 0.07 -0.49 0.13
H -7.783790 -7.541660 15.459110 0.04 0.13 -0.07
H 4.731060 -5.596500 18.261450 -0.53 0.56 0.24
H -5.480450 -12.057440 11.140100 -0.35 0.56 -0.21
H -4.738220 -12.235950 12.654510 -0.02 0.49 0.47
H -5.919680 -3.702110 18.744960 0.21 -0.02 0.13
H 1.005880 -8.403770 19.819070 -0.41 0.15 0.20
H -0.830340 -6.394610 20.177910 -0.01 0.06 0.20
H -7.405960 -7.098000 21.510530 -0.15 0.67 -0.62
H -7.271400 -11.849030 18.060420 -0.09 0.45 -0.24
H 0.156870 -5.708420 14.249010 0.38 -0.48 -0.44
H -9.049140 -8.583230 16.078370 -0.27 0.07 -0.03
H -5.690910 -5.425730 18.433140 -0.02 -0.02 0.17
H 0.089860 -5.428300 19.031720 -0.36 0.60 0.04
H -2.246690 -4.374050 14.651210 -0.01 0.30 -0.09
H -1.393860 -11.692490 17.559330 -0.20 0.09 0.10
H -5.906930 -11.162640 17.054420 0.21 -0.41 0.57
H -0.970480 -6.667940 18.474630 -0.37 0.13 -0.22
H -3.740480 -6.304480 14.340980 0.62 0.06 0.49
H -9.427320 -6.850920 15.638880 0.00 -0.35 -0.18
H -5.989990 -7.753640 20.694550 -0.10 0.00 -0.54
H -4.248360 -13.946720 14.256280 0.08 -0.04 -0.08
H -5.978890 -16.442850 19.521710 -0.03 0.04 0.05
H -6.862760 -16.968700 18.124710 -0.03 0.53 -0.47
H -4.031130 -15.714320 14.369620 -0.13 0.09 0.23
H 0.759520 -11.296890 20.651730 0.14 -0.12 0.01
H -7.178390 -11.940070 16.241040 -0.48 -0.12 0.21
H -5.185220 -14.805910 15.451300 0.41 -0.23 0.31
H -6.963090 -10.108970 12.045830 0.49 0.37 0.12
H -5.113950 -17.229540 18.213940 0.09 0.38 -0.27
H 4.151930 -7.181980 18.444130 -0.68 -0.26 -0.18
H -2.847630 -4.716990 16.248210 -0.39 -0.48 -0.22
H -5.230300 -15.598420 22.218620 -0.24 0.27 -0.44
H -4.429020 -5.024250 13.542860 -0.46 0.84 0.38
H 2.184240 -10.672940 19.843960 0.20 0.48 0.24
```
Positions in Å, forces in eV/Å.

Computed properties:
SMILES: C[N+](=O)[O-].COC(=O)OC.COC(=O)OC.COC(=O)OC.COC(=O)OC.COC(=O)OC.COC(=O)OC.ClCCCl.ClCCCl.ClCCCl
ΔE to the lowest compared entry with this formula, charge and spin in kcal per mole: 40.5
HOMO level in Ha: -0.3755
Orbital gap in eV: 10.51

5 unconnected molecules or ions with the total composition C25H51N3O9S at a distorted geometry, computed with ωB97M-V/def2-TZVPD.

```
89
Properties=species:S:1:pos:R:3:forces:R:3
S -2.916934 0.277324 -0.804856 -0.42 0.24 0.28
O -5.392574 1.401181 2.411331 0.06 -0.35 0.41
O 5.654000 -3.266615 0.720902 -0.23 0.05 -0.06
O -5.967600 -3.998259 3.880832 -0.50 0.32 -0.07
O 1.060300 -3.328279 -0.724998 -0.24 0.03 0.10
O -5.702738 -2.314701 2.364311 0.29 -0.48 -0.10
O 0.571738 6.474659 -0.256015 -0.13 -0.02 -0.16
O -3.932421 -3.197792 3.383110 -0.53 0.01 -0.40
O -2.821865 3.976595 -2.333818 0.05 -0.26 -0.01
O -4.440018 -0.487705 2.798355 1.50 -0.45 -0.51
N -5.651696 0.327662 2.749338 -0.70 0.56 -0.41
N -4.852272 -1.156841 0.570101 1.32 0.55 0.77
N -3.525245 -3.751757 1.234079 0.58 1.09 -0.89
C -4.392585 4.919392 -0.695824 -0.02 0.13 -0.15
C -1.979341 6.123942 -3.182123 -0.04 0.02 0.16
C 0.593990 5.286592 0.513490 -0.04 -0.10 0.11
C -4.010326 -0.441432 0.042824 0.03 -0.68 -0.85
C 7.415167 -4.058997 -0.800590 0.03 -0.09 0.16
C 7.066813 -3.091066 2.725966 0.11 0.06 -0.15
C -2.774361 -3.647407 -0.040377 0.15 -1.19 -0.46
C -3.579509 -4.258858 -1.206029 -0.64 0.63 0.29
C 2.898186 7.145667 0.174270 -0.02 -0.17 0.08
C 2.767590 -5.075461 -0.949668 0.12 0.12 -0.04
C 1.406217 -4.544589 -1.361356 0.06 -0.12 -0.01
C -4.410837 -3.223090 -1.973771 0.06 -0.36 -0.50
C 1.918900 -2.229945 -0.976948 0.12 0.11 -0.03
C 1.981426 -1.825293 -2.440380 0.00 -0.17 -0.07
C 1.424323 7.515021 0.185229 0.10 0.10 0.01
C -4.540060 -1.598327 1.929166 -2.26 0.37 -0.07
C 0.153785 5.484836 1.954514 0.11 0.15 0.04
C 6.118795 -3.927662 1.883419 0.05 -0.03 0.13
C 6.641916 -2.887348 -0.218910 0.09 -0.01 -0.10
C -3.411560 -2.632125 2.125506 -0.35 -0.19 3.41
C -5.297866 -3.241797 3.265806 0.91 -0.38 0.20
C -3.000282 4.387691 -0.991416 -0.05 0.06 0.15
C -2.021756 -2.155906 2.474441 0.41 0.49 -0.39
C -1.574944 -0.884908 2.454941 -0.49 0.01 0.04
C -2.977517 4.985268 -3.314927 0.06 0.14 -0.11
H -2.150103 6.710356 -2.277997 0.01 0.03 -0.03
H 3.186371 6.752346 -0.801558 -0.01 0.06 -0.02
H 6.576752 -4.888125 1.621460 0.05 0.02 0.00
H -4.582103 5.863162 -1.210093 0.01 0.03 0.06
H 1.119898 7.866352 1.177567 0.04 -0.03 0.03
H 0.061142 4.521478 2.457206 -0.02 -0.01 -0.02
H -0.808250 5.998423 1.993094 -0.03 -0.06 -0.02
H -2.825515 3.500784 -0.379723 0.05 -0.08 -0.12
H 5.226624 -4.155608 2.467505 -0.07 0.03 -0.10
H 6.627439 -2.116255 2.941870 -0.04 -0.03 0.04
H 3.129895 6.382869 0.919584 0.03 0.04 0.03
H -4.818175 -3.674013 -2.884653 -0.02 -0.01 0.10
H -5.151254 4.207332 -1.024118 0.02 -0.05 0.06
H -2.234287 5.120283 -0.711295 -0.06 0.07 -0.01
H -2.448674 -2.634640 -0.275978 -0.16 0.09 0.20
H 0.977244 -1.673581 -2.839739 0.00 0.06 0.03
H 1.514295 -1.401380 -0.393693 -0.08 -0.08 0.05
H -4.005099 5.366187 -3.314985 0.01 0.04 0.03
H 2.928341 -6.072688 -1.361658 -0.04 0.00 0.00
H -3.800171 -2.382154 -2.312783 -0.04 0.06 0.18
H 6.730134 -4.812872 -1.191670 -0.01 0.04 -0.05
H 2.847032 -5.124274 0.136956 -0.02 -0.03 0.00
H 0.870243 6.085041 2.517930 0.01 -0.05 0.03
H -4.510878 5.095239 0.373965 0.01 -0.03 0.01
H -1.339200 -2.942743 2.798571 0.17 -0.33 -1.41
H -0.960443 5.737747 -3.133630 0.00 0.00 -0.04
H 8.064446 -3.719334 -1.608065 -0.02 0.01 -0.01
H 2.922448 -2.429357 -0.584045 0.01 -0.01 -0.04
H -0.098399 4.601946 0.022428 0.02 0.07 -0.12
H -1.861379 -4.245240 0.059736 0.10 0.28 0.03
H 2.467468 -2.588704 -3.050531 0.04 0.04 0.00
H -2.061634 6.798091 -4.035688 -0.01 -0.02 -0.02
H -2.829414 4.487567 -4.273927 -0.01 -0.11 0.06
H 6.104528 -2.379421 -1.021177 -0.09 0.00 0.07
H 8.016735 -2.919596 2.216697 0.02 -0.04 0.04
H 8.043669 -4.541412 -0.050215 0.04 0.02 -0.03
H -3.184147 -4.556381 1.743790 -0.12 -0.01 0.12
H -5.263255 -2.868589 -1.395990 0.16 0.12 0.10
H 1.256761 8.343461 -0.503668 -0.09 -0.06 -0.04
H 3.508363 8.021734 0.395931 -0.01 0.01 -0.01
H 3.573283 -4.432583 -1.307681 0.03 -0.05 0.01
H 7.282367 -3.597868 3.666951 -0.02 0.00 0.00
H -4.295856 -4.958591 -0.765642 0.25 -0.23 -0.06
H 0.635463 -5.260075 -1.070017 -0.06 0.09 0.05
H -0.621178 -0.587993 2.026659 0.63 -0.43 1.28
H -2.180579 -0.089642 2.881901 -0.47 0.22 -1.39
H 2.548679 -0.900656 -2.552154 -0.01 0.01 0.02
H 1.342251 -4.442127 -2.450778 0.04 0.01 -0.01
H 1.583159 4.816933 0.470001 0.02 0.02 0.05
H -2.938311 -4.811711 -1.893830 0.13 0.10 0.08
H 7.324435 -2.149388 0.217247 0.04 -0.03 0.01
```
Positions in Å, forces in eV/Å.

Computed properties:
SMILES: C=C[C@@]1(NCCC)OC(=O)O[C@@]1(N=C=S)ON=O.CCOCC.CCOCC.CCOCC.CCOCC
HOMO level in Ha: -0.3430
Orbital gap in eV: 8.69

The following M values (in g mol⁻¹) correspond, in order, to the records above: 631.51 898.39 569.76.
The following total energy values (in eV) correspond, in order, to the records above: -93594.23473 -144321.92801 -60478.06188.